Below is an isolated molecule of C12H11 in a non-equilibrium geometry, with properties calculated with wB97M-V/def2-TZVPD.

```
23
Properties=species:S:1:pos:R:3:lowdin_charge:R:1
H 0.790 1.040 2.081 0.154
C 0.487 0.030 1.780 -0.258
C -0.468 0.080 0.590 -0.041
C -0.054 0.132 -0.721 -0.119
C 1.235 -0.251 -1.124 -0.091
C 2.068 -0.713 -0.092 -0.118
C 1.663 -0.761 1.221 -0.042
H -1.550 0.152 0.768 0.116
H -0.738 0.399 -1.529 0.102
H 1.550 -0.242 -2.172 0.104
H 3.036 -1.105 -0.409 0.102
H 2.275 -1.370 1.901 0.117
C -1.330 -2.378 4.828 -0.091
C -1.134 -2.812 3.516 -0.075
C -0.541 -1.960 2.598 -0.065
C -0.129 -0.690 2.935 -0.219
C -0.310 -0.224 4.261 -0.017
C -0.915 -1.085 5.188 -0.090
H -1.801 -3.029 5.579 0.104
H -1.427 -3.798 3.178 0.102
H -0.397 -2.317 1.585 0.124
H 0.001 0.765 4.570 0.104
H -1.062 -0.739 6.212 0.099
```

Output
2S+1: 2
Kohn-Sham gap (alpha / beta), eV: 8.340 / 8.132
⟨S²⟩: 0.800
ΔE to the lowest compared entry with this formula, charge and spin, kJ/mol: 0.00
E_tot, eV: -12620.2932

---

Below is a structure of composition C21H39N2O2P3Pt in a non-equilibrium geometry, with properties calculated with wB97M-V/def2-TZVPD.

```
68
Properties=species:S:1:pos:R:3:lowdin_charge:R:1
P -3.627 1.258 0.887 0.897
C -3.397 2.322 2.302 -0.143
H -4.339 2.499 2.853 0.093
H -2.987 3.301 2.004 0.082
H -2.689 1.848 3.004 0.083
C -3.572 2.005 -0.736 -0.154
H -3.593 1.223 -1.505 0.052
H -2.644 2.580 -0.836 0.047
H -4.417 2.678 -0.920 0.099
C -4.786 -0.113 0.901 -0.146
H -5.837 0.186 0.790 0.099
H -4.694 -0.678 1.837 0.090
H -4.550 -0.796 0.073 0.057
P 0.631 -2.834 1.074 0.800
C 1.039 -2.105 2.697 -0.208
H 1.529 -2.790 3.407 0.093
H 0.133 -1.734 3.185 0.054
H 1.727 -1.269 2.543 0.045
C -0.613 -4.136 1.321 -0.255
H -0.875 -4.606 0.370 0.037
H -1.517 -3.674 1.730 0.054
H -0.341 -4.938 2.010 0.080
C 2.123 -3.640 0.422 -0.245
H 2.432 -4.560 0.927 0.081
H 2.970 -2.952 0.487 0.057
H 1.970 -3.886 -0.632 0.030
P 3.021 1.704 -1.880 0.894
C 3.978 2.552 -0.614 -0.137
H 4.854 3.074 -1.026 0.090
H 4.339 1.826 0.130 0.088
H 3.352 3.292 -0.095 0.077
C 3.779 0.495 -2.965 -0.146
H 4.513 0.903 -3.669 0.099
H 3.000 -0.005 -3.561 0.062
H 4.282 -0.272 -2.363 0.088
C 1.749 2.608 -2.739 -0.154
H 2.070 2.941 -3.735 0.097
H 1.412 3.477 -2.166 0.064
H 0.878 1.945 -2.872 0.048
Pt -0.406 -1.891 -1.285 1.295
C -2.041 0.291 0.813 -0.245
O -1.069 -0.017 1.390 0.022
C 2.007 0.553 -0.863 -0.256
O 1.819 0.072 0.187 0.026
C 0.312 -2.298 -3.183 -0.137
C -0.075 -0.919 -3.167 -0.157
C -1.378 -0.539 -2.774 -0.105
C -2.279 -1.507 -2.266 -0.139
C -1.916 -2.895 -2.233 -0.140
C -0.601 -3.303 -2.702 -0.157
H 1.324 -2.583 -3.485 0.155
H 0.638 -0.167 -3.519 0.112
H -1.687 0.516 -2.826 0.141
H -3.268 -1.205 -1.906 0.128
H -2.565 -3.611 -1.719 0.154
H -0.212 -4.312 -2.437 0.160
C 1.198 4.583 3.287 0.008
N 0.636 4.046 2.052 -0.118
C 0.053 4.780 1.038 -0.033
C -0.319 3.870 0.070 -0.188
N 0.024 2.610 0.475 0.006
C 0.600 2.728 1.670 -0.169
H 2.014 5.286 3.071 0.110
H 0.432 5.121 3.862 0.111
H 1.588 3.761 3.894 0.100
H -0.049 5.856 1.074 0.140
H -0.808 4.077 -0.877 0.097
H 0.998 1.935 2.293 0.128
```

Output
2S+1: 5
Kohn-Sham gap (alpha / beta), eV: 7.570 / 4.653
⟨S²⟩: 6.010
Net charge: +4
ΔE to the lowest compared entry with this formula, charge and spin, kJ/mol: 57.37
E_tot, eV: -60551.8069

---

Below is a structure of composition H10O5Rb in a non-equilibrium geometry, with properties calculated with wB97M-V/def2-TZVPD.

```
16
Properties=species:S:1:pos:R:3:lowdin_charge:R:1
Rb -0.216 -1.127 -0.405 1.169
O 2.692 -0.472 -0.281 -0.129
H 3.133 -0.019 -1.003 0.043
H 3.452 -0.976 0.091 0.084
O 0.757 0.275 2.028 -0.159
H 1.465 0.626 2.641 0.086
H 0.861 0.851 1.209 0.027
O 0.996 0.562 -2.418 -0.088
H 1.020 1.002 -1.606 -0.036
H 0.895 1.254 -3.073 0.069
O -2.314 0.711 -0.867 -0.146
H -3.148 0.979 -0.420 0.078
H -2.392 1.341 -1.566 0.032
O -2.250 -1.872 1.586 -0.115
H -1.823 -1.627 2.415 0.049
H -3.121 -1.505 1.662 0.038
```

Output
2S+1: 1
Kohn-Sham gap, eV: 11.922
Net charge: +1
ΔE to the lowest compared entry with this formula, charge and spin, kJ/mol: 41.80
E_tot, eV: -11050.7758

---

Below is an isolated molecule of C15H15FN2O4S in a non-equilibrium geometry, with properties calculated with wB97M-V/def2-TZVPD.

```
38
Properties=species:S:1:pos:R:3:lowdin_charge:R:1
C -3.208 -2.229 -1.265 -0.082
N -2.009 -2.663 -0.588 -0.323
S -0.903 -1.475 -0.314 0.633
O -0.817 -0.653 -1.468 -0.204
O 0.259 -2.065 0.247 -0.223
O -1.564 -0.611 0.908 -0.157
C -2.183 0.600 0.653 -0.245
C -3.530 0.716 0.974 -0.011
C -4.202 1.904 0.753 -0.067
C -3.537 2.977 0.182 -0.065
C -2.200 2.858 -0.141 0.003
C -1.494 1.682 0.105 -0.064
C -0.048 1.672 -0.297 -0.432
O 0.341 2.372 -1.206 0.090
N 0.756 0.915 0.503 0.134
C 2.111 0.619 0.327 -0.217
C 2.888 1.192 -0.677 0.006
C 4.227 0.864 -0.787 0.000
C 4.781 -0.031 0.108 -0.282
C 4.027 -0.614 1.111 -0.006
C 2.691 -0.284 1.217 -0.023
H 2.084 -0.744 1.981 0.114
H 4.486 -1.315 1.790 0.118
F 6.092 -0.347 0.003 0.047
H 4.840 1.298 -1.561 0.118
H 2.439 1.882 -1.369 0.102
H 0.312 0.363 1.222 0.124
H -1.662 3.676 -0.596 0.123
H -4.061 3.901 -0.010 0.107
H -5.246 1.984 1.016 0.107
H -4.035 -0.133 1.411 0.118
C -2.199 -3.558 0.528 -0.090
H -2.859 -3.127 1.290 0.093
H -1.219 -3.741 0.959 0.084
H -2.624 -4.494 0.168 0.097
H -3.651 -3.078 -1.785 0.098
H -3.944 -1.806 -0.572 0.086
H -2.913 -1.473 -1.988 0.088
```

Output
2S+1: 1
Kohn-Sham gap, eV: 8.725
ΔE to the lowest compared entry with this formula, charge and spin, kJ/mol: 0.00
SMILES: CN(C)S(=O)(=O)Oc1ccccc1C(=O)Nc1ccc(F)cc1
E_tot, eV: -40521.2831

---

Below is a cluster of 4 separate species, C27H45BrN4O6S3 in total in a non-equilibrium geometry, with properties calculated with wB97M-V/def2-TZVPD.

```
86
Properties=species:S:1:pos:R:3:lowdin_charge:R:1
C 4.290 -2.870 -1.838 -0.086
C 4.824 -1.609 -2.726 -0.262
N 4.229 -0.307 -2.311 -0.257
C 5.065 0.868 -2.696 -0.238
C 5.557 0.893 -4.232 -0.132
C 2.816 -0.165 -2.717 -0.994
S 2.301 -0.240 -4.322 0.639
S 1.540 0.065 -1.403 0.806
C 0.222 1.260 -1.970 -0.482
C -1.093 1.113 -1.033 -0.268
C -2.328 2.046 -1.558 -0.166
C -3.436 1.143 -2.291 -0.111
C -4.189 -0.049 -1.565 -0.474
Br -3.834 -0.465 0.338 0.704
C -5.246 -0.967 -2.281 -0.156
C -5.941 -2.199 -1.489 -0.113
C -5.662 -0.719 -3.801 -0.248
N -6.623 -1.450 -4.602 -0.252
S -6.548 -0.591 -6.112 0.899
N -5.375 0.612 -5.798 -0.303
C -4.873 0.505 -4.448 -0.196
C -3.794 1.431 -3.792 -0.158
N -3.107 2.562 -4.432 0.033
H 4.092 -3.775 -2.535 0.078
H 5.089 -3.184 -1.063 0.079
H 3.284 -2.598 -1.366 0.058
H 5.951 -1.551 -2.539 0.125
H 4.659 -1.850 -3.838 0.096
H 4.537 1.867 -2.491 0.122
H 6.025 0.867 -2.046 0.123
H 5.121 0.067 -4.892 0.040
H 5.276 1.891 -4.752 0.080
H 6.700 0.819 -4.270 0.071
H 0.660 2.326 -1.908 0.094
H -0.098 1.053 -3.062 0.074
H -0.823 1.430 0.043 0.114
H -1.418 0.019 -1.052 0.054
H -2.761 2.654 -0.675 0.122
H -1.842 2.821 -2.262 0.104
H -6.490 -2.912 -2.207 0.081
H -6.697 -1.747 -0.753 0.084
H -5.150 -2.838 -0.946 0.064
H -2.835 2.369 -5.404 0.085
H -3.612 3.451 -4.326 0.093
O -0.003 2.312 3.267 0.088
C -0.443 1.357 3.871 -0.516
O -1.034 0.350 3.203 -0.017
C -1.386 -0.914 3.789 -0.231
C -2.764 -0.858 4.416 -0.064
C -0.427 1.321 5.373 0.019
H -0.619 -1.254 4.488 0.115
H -1.396 -1.640 2.969 0.120
H -2.799 -0.139 5.237 0.069
H -3.052 -1.838 4.801 0.084
H -3.506 -0.536 3.680 0.066
H -1.331 1.798 5.754 0.105
H 0.444 1.878 5.722 0.052
H -0.331 0.319 5.784 0.080
O 1.931 2.400 7.659 0.089
C 2.674 3.201 7.133 -0.515
O 3.957 3.291 7.528 -0.002
C 4.965 4.038 6.829 -0.232
C 4.986 5.483 7.285 -0.068
C 2.163 4.173 6.105 0.019
H 4.851 3.940 5.747 0.114
H 5.921 3.569 7.081 0.124
H 4.045 5.987 7.058 0.067
H 5.798 6.027 6.798 0.082
H 5.124 5.539 8.368 0.085
H 1.790 5.066 6.609 0.101
H 1.341 3.702 5.562 0.069
H 2.904 4.447 5.357 0.077
O -3.670 -6.248 -1.745 0.094
C -2.670 -5.650 -2.079 -0.525
O -2.635 -4.306 -2.018 -0.011
C -1.441 -3.522 -2.175 -0.224
C -1.182 -3.212 -3.635 -0.052
C -1.490 -6.381 -2.656 0.007
H -0.587 -3.999 -1.689 0.114
H -1.618 -2.585 -1.637 0.109
H -1.007 -4.122 -4.212 0.069
H -0.312 -2.560 -3.741 0.069
H -2.050 -2.716 -4.079 0.084
H -1.620 -6.478 -3.736 0.097
H -1.451 -7.377 -2.212 0.092
H -0.535 -5.910 -2.435 0.071
```

Output
2S+1: 1
Kohn-Sham gap, eV: 6.996
SMILES: CCN(CC)C(=S)SCCCc1c(Br)c(C)c2nsnc2c1N.CCOC(C)=O.CCOC(C)=O.CCOC(C)=O
E_tot, eV: -149514.8728

---

Below is an isolated molecule of C18H18F3N3O2S2, with properties calculated with wB97M-V/def2-TZVPD.

```
46
Properties=species:S:1:pos:R:3:lowdin_charge:R:1
O 5.931 0.734 1.483 -0.289
S 5.071 -0.220 0.850 0.735
O 4.840 -1.477 1.491 -0.282
C 3.554 0.543 0.303 -0.277
C 2.446 -0.255 0.121 -0.034
C 1.288 0.325 -0.396 -0.241
C 1.302 1.677 -0.743 0.001
C 2.431 2.451 -0.550 -0.052
C 3.578 1.886 -0.015 -0.059
H 4.475 2.456 0.157 0.115
H 2.416 3.496 -0.818 0.110
H 0.411 2.123 -1.161 0.110
N 0.137 -0.417 -0.638 0.080
C -0.384 -1.393 0.179 -0.772
N -1.418 -2.106 -0.336 -0.124
C -2.429 -2.662 0.536 -0.149
H -2.620 -3.701 0.251 0.125
C -3.718 -1.803 0.389 -0.123
N -3.449 -0.574 -0.325 -0.087
C -2.855 0.493 0.346 -0.170
C -2.658 1.740 -0.262 -0.214
C -2.074 2.812 0.381 -0.031
C -1.678 2.691 1.700 -0.085
C -1.902 1.492 2.351 -0.079
C -2.478 0.424 1.694 -0.042
H -2.610 -0.491 2.244 0.094
H -1.611 1.373 3.383 0.110
H -1.214 3.521 2.207 0.104
H -1.953 3.735 -0.165 0.119
F -3.042 1.955 -1.556 0.034
C -3.064 -0.882 -1.689 -0.119
H -2.759 0.013 -2.222 0.106
C -1.918 -1.937 -1.682 -0.109
H -2.302 -2.911 -1.997 0.125
H -1.106 -1.668 -2.358 0.122
H -3.940 -1.286 -2.206 0.124
H -4.158 -1.579 1.359 0.121
H -4.465 -2.347 -0.197 0.123
H -2.038 -2.648 1.553 0.054
S 0.201 -1.684 1.693 0.751
H -0.524 0.051 -1.245 0.126
H 2.496 -1.298 0.384 0.085
C 5.881 -0.631 -0.804 -0.403
F 5.014 -1.379 -1.510 0.057
F 6.062 0.515 -1.483 0.057
H 6.834 -1.160 -0.696 0.154
```

Output
2S+1: 1
Kohn-Sham gap, eV: 8.545
ΔE to the lowest compared entry with this formula, charge and spin, kJ/mol: 7.66
SMILES: O=S(=O)(c1cccc(NC(=S)N2CCN(c3ccccc3F)CC2)c1)C(F)F
E_tot, eV: -57345.4436

---

Below is a structure of composition C33H45N5P2SSm, with properties calculated with wB97M-V/def2-TZVPD.

```
87
Properties=species:S:1:pos:R:3:lowdin_charge:R:1
Sm 1.196 0.189 0.697 1.439
C 0.073 -1.099 3.742 -0.164
C -0.366 0.350 3.682 -0.174
N 0.603 1.239 2.979 -0.184
C 1.746 1.712 3.802 -0.235
C 2.769 0.646 4.162 -0.390
S 3.284 -0.378 2.748 0.904
C 2.849 -2.089 3.196 -0.394
C 1.582 -2.630 2.531 -0.240
N 0.513 -1.611 2.417 -0.190
H 0.887 -1.235 4.447 0.099
H -0.752 -1.703 4.130 0.150
H -1.307 0.417 3.134 0.076
H -0.561 0.720 4.693 0.147
H 0.077 2.084 2.758 0.099
H 2.233 2.514 3.240 0.123
H 1.380 2.165 4.731 0.143
H 3.665 1.141 4.538 0.101
H 2.431 -0.016 4.957 0.088
H 3.699 -2.705 2.906 0.097
H 2.811 -2.135 4.283 0.094
H 1.805 -2.993 1.520 0.120
H 1.239 -3.502 3.099 0.145
H -0.286 -2.073 1.982 0.116
N 3.589 0.080 -0.320 -0.114
C 4.355 1.351 -0.138 -0.234
C 3.891 2.451 -1.077 -0.172
C 2.569 3.104 -0.725 -0.217
N 1.418 2.169 -0.858 -0.076
H 4.096 -0.650 0.179 0.063
H 3.661 -0.188 -1.300 0.072
H 5.417 1.153 -0.287 0.136
H 4.243 1.665 0.907 0.096
H 3.864 2.079 -2.107 0.126
H 4.656 3.230 -1.076 0.138
H 2.402 3.975 -1.361 0.134
H 2.592 3.471 0.307 0.121
H 1.403 1.788 -1.808 0.082
H 0.549 2.704 -0.792 0.054
N -1.659 -0.796 -0.989 -0.402
P -0.140 -1.373 -1.456 0.865
C 0.241 -0.621 -3.054 -0.376
C -0.765 -0.331 -3.977 -0.077
C -0.448 0.193 -5.219 -0.035
C 0.880 0.422 -5.559 -0.032
C 1.892 0.112 -4.664 -0.052
C 1.569 -0.408 -3.418 -0.137
C -0.337 -3.135 -1.733 -0.373
C -1.543 -3.787 -1.480 -0.085
C -1.668 -5.141 -1.758 -0.047
C -0.593 -5.844 -2.277 -0.037
C 0.616 -5.201 -2.517 -0.048
C 0.747 -3.851 -2.247 -0.096
P -1.765 0.377 0.221 0.879
C -3.332 0.089 1.054 -0.361
C -3.687 0.941 2.102 -0.111
C -4.917 0.805 2.723 -0.044
C -5.798 -0.184 2.304 -0.034
C -5.451 -1.033 1.265 -0.042
C -4.219 -0.902 0.640 -0.078
C -1.935 1.997 -0.574 -0.384
C -1.570 3.134 0.149 -0.151
C -1.710 4.403 -0.397 -0.054
C -2.215 4.544 -1.683 -0.034
C -2.589 3.421 -2.410 -0.034
C -2.456 2.157 -1.857 -0.067
H -2.450 -0.946 -1.611 0.070
H -1.806 -0.530 -3.753 0.103
H -1.232 0.408 -5.931 0.124
H 1.123 0.823 -6.533 0.125
H 2.927 0.254 -4.943 0.119
H 2.372 -0.697 -2.746 0.073
H -2.383 -3.257 -1.052 0.084
H -2.605 -5.645 -1.569 0.120
H -0.693 -6.898 -2.496 0.124
H 1.451 -5.755 -2.922 0.121
H 1.690 -3.362 -2.464 0.103
H -3.031 1.744 2.419 0.097
H -5.191 1.473 3.527 0.121
H -6.759 -0.288 2.788 0.125
H -6.139 -1.800 0.940 0.122
H -3.968 -1.593 -0.153 0.086
H -1.194 3.051 1.168 0.087
H -1.441 5.278 0.178 0.121
H -2.330 5.528 -2.114 0.125
H -2.997 3.537 -3.404 0.124
H -2.767 1.299 -2.437 0.096
```

Output
2S+1: 6
Kohn-Sham gap (alpha / beta), eV: 6.528 / 8.176
⟨S²⟩: 8.762
Net charge: +3
ΔE to the lowest compared entry with this formula, charge and spin, kJ/mol: 73.44
E_tot, eV: -89698.6068